53
Properties=species:S:1:pos:R:3:nbo_charge:R:1 method="wB97M-V/def2-TZVPD" charge=+2 homo_lumo_gap_ha=0.2428 homo_ev=-14.51 energy_ha=-1800.98370 lumo_energy_ev=-7.9 relative_energy_kj_mol=27.8
Rh 0.360 2.189 -0.145 1.071
C -4.882 2.452 -1.596 -0.115
C -3.637 2.630 -2.187 -0.195
C -2.501 2.592 -1.402 -0.192
C -2.627 2.385 -0.030 0.120
C -3.872 2.198 0.572 -0.185
C -4.998 2.233 -0.224 -0.184
N -1.434 2.355 0.726 -0.079
N -1.481 2.389 1.973 -0.110
C -0.216 2.299 2.556 0.278
C -0.058 2.316 3.925 -0.178
C 1.228 2.203 4.441 -0.108
C 2.302 2.061 3.579 -0.203
C 2.082 2.046 2.210 0.070
N 0.846 2.176 1.727 -0.333
H -5.774 2.480 -2.208 0.247
H -3.556 2.805 -3.250 0.248
H -1.529 2.757 -1.860 0.207
H -3.942 2.022 1.635 0.250
H -5.973 2.088 0.220 0.249
H -0.933 2.415 4.552 0.274
H 1.387 2.223 5.511 0.264
H 3.314 1.972 3.948 0.268
H 2.877 1.935 1.485 0.260
C 1.868 -4.144 -0.214 -0.428
N 1.291 -2.900 0.289 -0.130
N 0.933 -1.872 -0.543 -0.192
C 0.549 -0.820 0.214 0.559
O 0.075 0.233 -0.374 -0.723
C 0.726 -1.177 1.555 -0.420
C 1.190 -2.484 1.555 0.288
C 1.560 -3.363 2.698 -0.666
C 0.821 -2.015 -1.969 0.151
C 1.706 -1.322 -2.777 -0.233
C 1.600 -1.459 -4.153 -0.181
C 0.628 -2.289 -4.697 -0.176
C -0.250 -2.978 -3.872 -0.188
C -0.164 -2.837 -2.495 -0.234
H 2.249 -3.977 -1.217 0.250
H 1.120 -4.934 -0.239 0.234
H 2.691 -4.432 0.435 0.238
H 0.502 -0.587 2.427 0.234
H 1.260 -2.900 3.634 0.249
H 2.638 -3.527 2.728 0.251
H 1.072 -4.335 2.623 0.254
H 2.463 -0.688 -2.333 0.235
H 2.285 -0.929 -4.801 0.236
H 0.558 -2.402 -5.771 0.240
H -1.005 -3.624 -4.299 0.239
H -0.848 -3.360 -1.839 0.231
S 0.934 4.447 -0.645 0.107
C 2.060 3.272 -1.023 0.040
N 2.507 2.178 -1.055 -0.388